Entry 1:
DFT (the ωB97M-V functional and the def2-TZVPD basis) results for a cluster of 2 separate species, C3H8NO4 in total in a non-equilibrium geometry.

Geometry (Å):
C -0.85 0.88 -0.73
C -0.38 0.64 -2.18
O -0.16 1.91 -2.86
N -0.23 -0.20 0.03
C -0.55 -0.38 1.45
O 0.17 -1.17 2.09
O -1.54 0.35 1.77
H -1.88 0.86 -0.48
H -0.48 1.97 -0.41
H 0.55 0.05 -2.23
H -1.16 0.09 -2.66
H 0.06 2.53 -2.07
H 0.70 -0.44 -0.25
H 1.66 -2.46 2.08
H 1.86 -2.00 3.50
O 2.22 -2.62 2.96

Properties
Total charge   -1
Relative energy (zero: lowest compared OMol25 entry of this formula, charge and spin)   102.0 kJ/mol
E_HOMO   -0.174 Ha
E   -474.88092 Ha
Orbital gap   8.24 eV

Löwdin population analysis, charges in e, atoms 1 to 8: atom 1 (C): -0.214, atom 2 (C): -0.249, atom 3 (O): -0.142, atom 4 (N): -0.002, atom 5 (C): -0.737, atom 6 (O): -0.065, atom 7 (O): -0.093, atom 8 (H): 0.094

=====

Entry 2:
DFT (the ωB97M-V functional and the def2-TZVPD basis) results for a cluster of 2 separate species, C3H8NO7PS in total in a non-equilibrium geometry.

Geometry (Å):
C 0.20 -0.53 0.43
C 1.51 -0.57 -0.33
C -1.42 -0.23 -0.80
N 1.80 0.57 -1.15
O -3.97 -0.03 -0.34
O -2.62 -1.00 1.56
O -0.32 2.52 -0.04
O -3.06 -2.45 -0.47
O -2.79 2.23 -0.84
O -2.08 1.71 1.44
O -1.16 -0.02 -1.96
P -2.89 -0.98 -0.10
S -1.51 1.61 0.03
H 0.09 0.32 1.18
H -0.19 -1.41 1.08
H 2.41 -0.59 0.35
H 1.58 -1.46 -1.02
H -2.38 -0.12 1.68
H 1.81 1.32 -0.53
H 1.00 0.82 -1.65
H -3.45 1.44 -0.84

Properties
Total charge   -2
Relative energy (zero: lowest compared OMol25 entry of this formula, charge and spin)   201.1 kJ/mol
E_HOMO   -0.028 Ha
E   -1440.13491 Ha
Orbital gap   6.77 eV

Löwdin population analysis, charges in e, atoms 1 to 8: atom 1 (C): -0.137, atom 2 (C): -0.375, atom 3 (C): -0.598, atom 4 (N): -0.017, atom 5 (O): -0.323, atom 6 (O): -0.191, atom 7 (O): -0.404, atom 8 (O): -0.396

=====

Entry 3:
DFT (the ωB97M-V functional and the def2-TZVPD basis) results for a cluster of 2 separate species, C3H8NOP in total in a non-equilibrium geometry.

Geometry (Å):
C -0.79 0.78 -0.68
C -1.72 -0.47 1.59
C 0.02 -0.36 0.12
N -0.92 -1.17 0.94
O 3.84 0.18 -0.56
P 2.97 -0.89 -1.04
H 0.11 1.21 -1.19
H -1.47 0.46 -1.36
H -1.10 1.56 0.08
H 2.06 -0.11 -1.89
H -2.45 -1.09 2.12
H -1.70 0.63 1.69
H 0.50 -0.96 -0.62
H 0.65 0.22 0.80

Properties
Relative energy (zero: lowest compared OMol25 entry of this formula, charge and spin)   254.3 kJ/mol
E_HOMO   -0.359 Ha
E   -590.35651 Ha
SMILES string   C=NCC.O=P
Orbital gap   8.96 eV

Löwdin population analysis, charges in e, atoms 1 to 8: atom 1 (C): -0.079, atom 2 (C): -0.104, atom 3 (C): -0.305, atom 4 (N): -0.035, atom 5 (O): -0.564, atom 6 (P): 0.777, atom 7 (H): 0.062, atom 8 (H): 0.030

=====

What is the E in the first record?
-474.88092 Ha

=====

What is the relative energy (zero: lowest compared OMol25 entry of this formula, charge and spin) in the third record?
254.3 kJ/mol